{
  "formula": "C25H58LiN2O21P",
  "method": "the ωB97M-V functional and the def2-TZVPD basis",
  "max_force_ev_per_a": 15.4,
  "total_energy_ev": -82325.2926,
  "relative_energy_kcal_mol": 51.83,
  "lumo_energy_ev": 0.262,
  "species": ["C", "N", "C", "C", "C", "C", "O", "H", "H", "H", "H", "H", "H", "H", "H", "H", "H", "H", "H", "H", "H", "C", "N", "C", "C", "C", "C", "O", "H", "H", "H", "H", "H", "H", "H", "H", "H", "H", "H", "H", "H", "H", "Li", "P", "O", "O", "O", "O", "C", "O", "C", "O", "O", "C", "H", "H", "H", "H", "H", "H", "C", "O", "C", "O", "O", "C", "H", "H", "H", "H", "H", "H", "C", "O", "C", "O", "O", "C", "H", "H", "H", "H", "H", "H", "C", "O", "C", "O", "O", "C", "H", "H", "H", "H", "H", "H", "C", "O", "C", "O", "O", "C", "H", "H", "H", "H", "H", "H"],
  "positions_angstrom": [[2.58969, 1.51726, -3.80487], [2.12969, 2.26926, -2.57687], [2.16569, 3.79826, -2.82387], [0.73969, 1.90526, -2.26087], [2.97369, 1.67126, -1.49587], [2.81169, 2.43226, -0.08287], [3.47269, 1.81626, 0.92613], [2.30769, 0.52526, -3.60987], [3.63269, 1.60726, -4.28887], [1.88469, 1.71926, -4.44987], [3.24169, 4.21326, -2.66287], [1.54369, 4.30226, -2.09487], [1.65169, 4.15126, -3.76387], [-0.11431, 2.07026, -2.89987], [0.43169, 2.38726, -1.32687], [0.74369, 0.84726, -2.06687], [4.01369, 1.63726, -1.84587], [2.96669, 0.55826, -1.20687], [1.82969, 2.46726, 0.23313], [3.21669, 3.51426, -0.08687], [2.99469, 1.00926, 1.09113], [0.01969, 2.79626, 5.60913], [-0.89931, 2.46326, 4.49213], [-2.22831, 3.04126, 4.85513], [-0.38931, 2.94426, 3.23513], [-0.99631, 0.94526, 4.50713], [-2.12731, 0.29326, 3.68213], [-1.89931, -1.16974, 3.48913], [-0.23831, 2.38726, 6.64313], [0.16169, 3.92126, 5.69213], [0.86169, 2.14326, 5.65813], [-2.90831, 2.61926, 3.95713], [-2.31031, 4.11026, 4.67713], [-2.58431, 2.77326, 5.86713], [0.18169, 3.75826, 3.43913], [-1.08931, 3.01626, 2.33713], [0.39669, 2.19326, 2.97813], [-1.03531, 0.41126, 5.55113], [-0.00031, 0.44626, 4.05413], [-2.05431, 0.78826, 2.69313], [-3.12731, 0.27026, 4.16813], [-1.38931, -1.19274, 2.60613], [1.85069, -1.46374, 1.31813], [0.32169, 0.11826, 0.87113], [1.14569, -0.53574, -0.19087], [1.66269, 0.33526, 1.67713], [-0.05931, -1.01374, 1.74913], [-0.56831, 1.21726, 0.65413], [2.75569, -3.85574, -6.60487], [1.84669, -3.92874, -5.49487], [1.65869, -2.90674, -4.62687], [2.30069, -1.84174, -4.64787], [0.72169, -3.18274, -3.66287], [0.49269, -2.31274, -2.56487], [3.69369, -3.73974, -6.17687], [2.38369, -2.98774, -7.26887], [2.84869, -4.82374, -7.06087], [0.45769, -1.25774, -2.89687], [1.09969, -2.50974, -1.70587], [-0.37031, -2.65574, -2.04687], [4.57469, -5.20574, 4.37113], [4.08469, -4.12674, 3.64213], [3.61269, -3.06874, 4.39713], [3.49969, -3.16374, 5.61313], [3.26469, -1.99874, 3.63213], [2.52969, -0.99674, 4.14413], [3.85569, -5.98274, 4.66713], [4.92269, -5.03774, 5.30813], [5.31969, -5.67174, 3.91313], [1.50769, -1.31774, 3.80613], [2.74569, 0.13826, 3.94913], [2.70969, -0.70974, 5.18413], [-4.22131, -1.27074, -6.42687], [-3.23331, -0.85074, -5.47287], [-3.42931, -0.74474, -4.17787], [-4.57031, -0.93674, -3.64587], [-2.27931, -0.51774, -3.34387], [-2.53931, -0.17174, -1.99687], [-5.13531, -0.73774, -6.20487], [-4.46331, -2.27774, -6.39987], [-3.95231, -1.21674, -7.43587], [-2.97931, -0.95174, -1.62387], [-3.15731, 0.63226, -2.07787], [-1.61131, 0.13326, -1.52887], [-0.28731, -4.03874, 1.49013], [-0.38631, -5.42574, 1.14913], [-1.05331, -5.87174, 0.09513], [-1.25631, -4.95774, -0.90087], [-1.39131, -7.06874, 0.05713], [-2.33731, -7.60474, -0.92887], [-1.17731, -3.53374, 1.74613], [-0.03231, -3.44774, 0.45413], [0.36169, -3.95174, 2.29013], [-1.98231, -7.56374, -2.04587], [-3.20631, -7.14174, -0.60787], [-2.50031, -8.55374, -0.54487], [-2.00631, 3.34426, -0.36087], [-2.61631, 4.41926, -1.05887], [-2.63331, 5.62926, -0.37787], [-2.46331, 5.79826, 0.76313], [-3.06331, 6.67326, -1.19287], [-3.76631, 7.82126, -0.58587], [-2.44731, 2.98326, 0.29513], [-0.98731, 3.60226, 0.14913], [-1.68931, 2.51926, -1.07487], [-4.36331, 8.30226, -1.38987], [-2.97131, 8.50426, -0.37687], [-4.61331, 7.58226, 0.25113]],
  "atomic_forces_ev_per_a": [[2.56, -0.26, 1.50], [0.50, 0.27, -1.54], [1.59, 0.64, 0.67], [-1.22, -0.74, 1.42], [2.08, 0.57, 3.27], [2.36, 1.58, -1.64], [3.39, 1.00, -0.44], [0.60, -1.81, 0.56], [-1.58, 0.35, 1.63], [-3.30, 1.65, -4.17], [-1.89, -0.94, -0.71], [0.07, -0.34, 0.69], [1.06, -1.24, 0.45], [0.56, 0.67, -1.38], [0.52, -0.22, -0.04], [0.02, -0.56, 0.43], [0.01, 1.17, 0.00], [-1.95, 1.34, -1.05], [-2.72, 0.17, -0.09], [-0.59, -1.38, -0.58], [-1.89, -1.55, 1.21], [0.20, 0.80, 2.43], [-1.37, -1.41, 3.42], [-2.45, -1.08, -3.03], [0.42, -2.77, -2.86], [1.62, -4.25, 0.41], [0.08, -1.88, -0.75], [-0.17, 2.55, 0.09], [-1.46, 0.93, -1.31], [0.23, -1.64, -0.30], [1.57, 0.30, -1.57], [1.01, 0.78, 2.50], [0.72, 0.17, 0.28], [0.39, -0.15, -0.76], [1.04, 3.07, 0.26], [0.68, -0.15, 1.73], [-0.56, 0.31, -0.48], [-0.03, 1.93, -1.36], [-2.00, 1.65, 0.64], [-0.72, -0.24, 0.23], [0.64, 0.84, -0.37], [0.59, -0.10, 0.70], [-0.30, 0.28, -0.08], [6.49, -2.28, 2.06], [-0.44, -1.79, -6.31], [1.51, 3.70, 2.97], [-4.47, -3.92, 2.23], [-3.31, 3.72, -1.07], [-1.91, 2.07, -0.05], [-1.63, -0.40, 1.25], [0.98, 2.11, 1.34], [-1.20, -2.06, -0.38], [1.28, -1.41, -2.63], [0.19, 0.94, -0.01], [2.01, 1.14, 0.42], [1.11, -1.59, 0.72], [-0.96, -0.37, -0.43], [0.04, -0.73, 0.51], [1.80, 0.41, -0.15], [-1.71, -0.04, -0.63], [-3.47, -0.78, 1.14], [-0.80, 2.54, -0.18], [-0.25, -0.89, 1.78], [0.10, 0.74, -2.13], [3.72, -3.37, -1.36], [-2.83, 4.11, 1.83], [-0.68, 0.28, -0.91], [1.25, 1.83, 2.80], [3.05, -1.66, -2.79], [0.27, 1.50, 1.10], [0.09, -2.36, -2.04], [-0.54, -1.96, 0.89], [-1.32, 1.15, 2.10], [2.47, 0.25, -0.52], [-3.44, -1.31, 4.31], [3.88, 1.00, -1.81], [-1.02, -0.54, -5.02], [2.81, 2.29, -2.39], [-0.21, 0.27, -0.23], [-0.23, -2.26, 1.18], [1.34, 1.33, -1.23], [-2.41, -4.17, 3.04], [-2.03, 2.37, 0.60], [0.24, -0.39, 0.07], [0.03, 1.43, -5.55], [-0.61, -2.20, 1.27], [0.26, 9.96, -5.57], [0.27, -4.94, 4.33], [0.09, -3.37, 0.49], [2.31, 1.19, -1.18], [-1.55, -0.17, 0.41], [0.08, -1.30, 2.80], [1.66, 0.02, 1.20], [-0.81, 0.27, 2.47], [-2.01, 1.53, -0.79], [0.32, -2.26, 0.08], [10.73, 4.50, -10.07], [0.15, 2.42, 0.41], [-2.25, 0.14, -3.20], [1.03, -0.27, 2.99], [-0.63, -1.50, -0.01], [-1.70, -1.12, 0.13], [-8.27, -5.69, 10.60], [-1.62, 0.14, -1.14], [-0.88, 1.33, 0.64], [0.52, -0.69, 0.14], [0.06, 0.57, 1.13], [2.75, 0.26, -1.65]]
}

=====

{
  "formula": "C26H23Br2N6OPtS",
  "method": "the ωB97M-V functional and the def2-TZVPD basis",
  "max_force_ev_per_a": 2.1,
  "total_energy_ev": -192461.7200,
  "relative_energy_kcal_mol": 103.87,
  "total_charge": 3,
  "lumo_energy_ev": [-12.024, -11.948],
  "species": ["Pt", "N", "C", "S", "N", "N", "C", "C", "C", "C", "C", "C", "C", "C", "C", "C", "C", "C", "N", "H", "H", "H", "H", "H", "H", "H", "H", "H", "H", "H", "Br", "C", "C", "C", "N", "C", "C", "C", "C", "C", "Br", "C", "C", "N", "H", "H", "H", "H", "H", "H", "C", "C", "C", "O", "H", "H", "H", "H", "H", "H"],
  "positions_angstrom": [[0.51334, -0.06235, -0.73996], [3.75380, -1.78133, 1.96552], [2.73959, -1.13129, 1.42131], [2.95434, -0.43138, -0.16894], [1.62937, -0.94197, 2.09537], [0.61993, -0.33245, 1.55847], [-0.30814, 0.26003, 2.28079], [-0.38800, 0.14888, 3.72162], [-0.75841, 1.25109, 4.52351], [-0.79485, 1.12517, 5.89298], [-0.48537, -0.08902, 6.50421], [-0.13176, -1.18749, 5.72128], [-0.06667, -1.06966, 4.35238], [-1.15292, 1.19721, 1.54824], [-2.34275, 1.71509, 2.06528], [-2.93739, 2.79303, 1.42687], [-2.32431, 3.33023, 0.30644], [-1.18871, 2.70250, -0.19797], [-0.64214, 1.64688, 0.38528], [4.64573, -1.83342, 1.49489], [3.69988, -2.12197, 2.91376], [-0.94046, 2.21559, 4.07197], [-1.03913, 1.98358, 6.49958], [-0.51879, -0.17550, 7.58009], [0.07761, -2.13887, 6.18412], [0.16901, -1.92896, 3.74470], [-2.78371, 1.27616, 2.94578], [-3.84642, 3.22279, 1.82202], [-2.70801, 4.22072, -0.16573], [-0.66947, 3.09223, -1.06461], [-5.48587, -1.21666, -4.10675], [-3.79849, -0.84874, -3.31374], [-3.43748, 0.45570, -2.97958], [-2.20989, 0.64888, -2.37391], [-1.34105, -0.32479, -2.13101], [-1.63675, -1.57138, -2.53774], [-2.88056, -1.87288, -3.08934], [-0.53932, -2.55136, -2.46251], [-0.59192, -3.75620, -3.16039], [0.51530, -4.60140, -3.15595], [0.47449, -6.26292, -4.08119], [1.65919, -4.19662, -2.47170], [1.61954, -2.98923, -1.79774], [0.55743, -2.18937, -1.77525], [-4.09456, 1.28634, -3.18408], [-1.89599, 1.64196, -2.09178], [-3.13886, -2.88869, -3.34637], [-1.46829, -4.03738, -3.71992], [2.54892, -4.80635, -2.46691], [2.49438, -2.65788, -1.25464], [2.92772, 2.84144, -1.26376], [2.31645, 2.18300, -2.44908], [2.89337, 2.52347, -3.78116], [1.37225, 1.40599, -2.36363], [2.78285, 3.92128, -1.33748], [4.00570, 2.67897, -1.25363], [2.48383, 2.47355, -0.33885], [3.66551, 3.28327, -3.71460], [2.10677, 2.85096, -4.46225], [3.32016, 1.62152, -4.22430]],
  "atomic_forces_ev_per_a": [[0.05, -0.84, 0.73], [0.27, 0.05, -0.22], [-0.98, 0.57, 0.55], [-1.92, 0.66, -0.67], [0.92, -1.51, -0.05], [-0.40, 0.47, -1.32], [-0.07, -0.10, -0.37], [0.18, -0.25, 0.52], [0.27, -0.14, -0.41], [0.06, -0.09, 0.33], [-0.02, 0.08, -0.36], [-0.11, 0.06, 0.15], [-0.25, 0.17, -0.25], [-0.60, -0.01, 0.28], [0.46, -0.22, -0.37], [0.06, 0.04, -0.15], [0.20, -0.15, 0.17], [0.04, 0.56, -0.23], [0.93, -1.10, -0.81], [-0.04, -0.10, 0.06], [-0.04, 0.09, 0.10], [-0.01, 0.05, 0.06], [-0.05, 0.06, 0.04], [0.00, -0.01, 0.06], [0.04, -0.07, 0.07], [0.08, -0.09, 0.06], [0.04, -0.03, 0.09], [-0.07, 0.03, -0.01], [0.00, 0.05, -0.12], [-0.08, -0.06, -0.12], [0.88, 0.17, 0.44], [-0.52, -0.03, -0.25], [0.13, -0.37, -0.04], [-0.33, 0.57, -0.10], [0.98, 0.29, 1.18], [-0.34, -0.38, -0.13], [0.27, 0.21, 0.12], [-0.53, -0.23, -0.29], [0.30, 0.18, 0.33], [0.10, -0.58, -0.28], [0.00, 0.93, 0.48], [-0.50, 0.07, -0.09], [0.67, -0.29, 0.20], [0.44, 1.63, 0.79], [0.00, 0.08, 0.03], [-0.13, -0.04, -0.07], [0.03, 0.00, -0.07], [-0.08, 0.04, -0.04], [0.09, 0.03, 0.07], [-0.09, -0.01, -0.06], [-0.19, -0.19, 0.34], [0.84, 0.77, 0.08], [-0.16, -0.03, -0.23], [-0.92, -1.08, -0.23], [0.01, 0.05, -0.09], [0.06, 0.01, -0.03], [0.05, 0.08, 0.02], [-0.01, 0.04, 0.03], [-0.04, 0.01, 0.02], [0.01, -0.07, 0.03]]
}

=====

{
  "formula": "C12H19Cl2FMoN2O2Si",
  "method": "the ωB97M-V functional and the def2-TZVPD basis",
  "max_force_ev_per_a": 0.5,
  "total_energy_ev": -57307.8816,
  "relative_energy_kcal_mol": 0.00,
  "total_charge": 2,
  "lumo_energy_ev": -8.484,
  "species": ["Mo", "N", "C", "C", "O", "O", "H", "H", "H", "H", "C", "Si", "C", "C", "N", "C", "C", "C", "C", "C", "C", "F", "H", "H", "H", "H", "H", "H", "H", "H", "H", "H", "H", "H", "H", "Cl", "C", "Cl", "H", "H"],
  "positions_angstrom": [[1.21219, 1.67291, 0.82243], [0.19900, 2.23220, -1.00711], [-1.27741, 1.99868, -0.83885], [-1.65809, 2.00882, 0.63432], [-2.74594, 2.02837, 1.06925], [-0.51638, 1.88093, 1.43479], [0.36181, 3.19635, -1.29208], [0.52793, 1.66287, -1.78566], [-1.54075, 1.02567, -1.25374], [-1.85856, 2.75994, -1.35512], [4.69623, 2.05831, -1.30527], [3.91897, 1.79590, 0.34026], [4.99586, 1.51195, 1.79659], [2.76848, 3.40812, 0.62067], [2.59963, 0.57211, 0.28072], [2.61675, -0.81540, 0.07521], [3.67709, -1.61477, -0.32812], [3.45253, -2.97768, -0.46989], [2.20408, -3.53281, -0.21253], [1.12426, -2.74678, 0.20173], [1.39142, -1.41776, 0.31718], [0.41142, -0.50742, 0.71691], [5.29805, 2.96982, -1.29532], [3.96280, 2.13337, -2.10843], [5.37222, 1.23064, -1.53200], [5.76330, 2.28810, 1.85079], [5.51416, 0.55549, 1.68785], [4.45532, 1.49698, 2.74356], [3.47078, 3.93462, 1.27957], [1.83542, 3.62011, 1.18519], [2.73112, 3.98230, -0.30527], [4.65220, -1.18931, -0.52970], [4.26473, -3.61692, -0.78611], [2.05772, -4.59800, -0.32808], [0.14328, -3.15504, 0.39944], [-2.45410, -1.90477, 0.03131], [-3.20018, -3.52783, -0.02289], [-1.95608, -4.79009, -0.02338], [-3.78027, -3.60685, -0.93329], [-3.81570, -3.64174, 0.86027]],
  "atomic_forces_ev_per_a": [[-0.05, -0.01, 0.15], [-0.05, -0.10, -0.07], [0.03, 0.20, 0.08], [-0.12, -0.51, -0.13], [0.04, 0.19, 0.04], [0.05, 0.23, 0.05], [-0.02, 0.01, 0.04], [0.01, 0.01, -0.01], [-0.01, -0.02, 0.06], [0.01, -0.02, -0.07], [0.04, -0.08, 0.05], [-0.06, 0.32, 0.03], [0.12, -0.02, -0.06], [0.35, -0.11, -0.24], [0.17, -0.14, -0.12], [-0.21, -0.07, 0.03], [0.05, 0.01, -0.01], [0.04, 0.03, -0.01], [-0.09, 0.02, 0.07], [0.17, -0.10, -0.10], [-0.11, 0.10, 0.06], [0.03, 0.06, -0.08], [-0.01, 0.01, 0.00], [-0.01, 0.01, 0.00], [0.00, 0.01, -0.03], [0.00, -0.01, 0.01], [0.01, 0.01, 0.03], [-0.05, 0.00, -0.01], [-0.05, -0.06, 0.10], [-0.25, 0.11, 0.20], [-0.06, -0.09, -0.05], [0.00, -0.01, 0.00], [0.00, 0.00, 0.00], [0.00, 0.00, -0.01], [0.00, -0.01, 0.02], [-0.10, 0.02, 0.00], [0.21, -0.12, -0.01], [-0.19, 0.07, 0.00], [0.03, 0.03, -0.02], [0.03, 0.03, 0.02]]
}